C62H61Ge2N5PdS4 as an isolated structure in a non-equilibrium geometry, computed with ωB97M-V/def2-TZVPD.

CARTESIAN COORDINATES (ANGSTROEM)
1 Pd -1.678728 -1.206155 -0.528644
2 N -2.150838 1.426703 -4.464872
3 C -2.053454 1.052706 -3.191583
4 N -2.230349 -0.162902 -2.773520
5 C -2.562664 -1.146543 -3.676211
6 N -2.881076 -2.338572 -3.260672
7 N -2.846629 -2.550721 -1.948695
8 C -3.379470 -3.593879 -1.442682
9 C -3.308032 -3.837536 -0.014001
10 C -3.815494 -5.011380 0.530495
11 C -3.749875 -5.199312 1.901678
12 C -3.188779 -4.206349 2.686921
13 C -2.692861 -3.066859 2.069106
14 N -2.745887 -2.889358 0.755748
15 C -2.597324 -0.836642 -5.089028
16 C -2.856463 -1.792165 -6.078741
17 C -2.927530 -1.413724 -7.399271
18 C -2.738307 -0.076761 -7.760682
19 C -2.471589 0.878584 -6.803149
20 C -2.403267 0.498982 -5.465488
21 H -2.048856 2.399645 -4.712383
22 H -1.814779 1.825386 -2.468806
23 H -3.895661 -4.307624 -2.078846
24 H -4.250209 -5.761186 -0.116593
25 H -4.133737 -6.106938 2.347085
26 H -3.143409 -4.299576 3.762539
27 H -2.233672 -2.277679 2.651230
28 H -3.002023 -2.820163 -5.777261
29 H -3.137678 -2.147033 -8.165497
30 H -2.801960 0.211619 -8.801035
31 H -2.315852 1.914191 -7.081731
32 C 0.826861 -5.014499 4.625571
33 C 1.594894 -4.308870 3.544913
34 C 1.806861 -4.900540 2.305794
35 C 2.533225 -4.263571 1.307108
36 C 2.838786 -4.977805 0.016773
37 C 3.027022 -2.970587 1.548252
38 C 2.861857 -2.373780 2.804462
39 C 3.475076 -1.039748 3.127015
40 C 2.143496 -3.052686 3.780166
41 C 3.745855 -2.253644 0.460868
42 C 5.105922 -2.434204 0.238451
43 C 5.716720 -1.830833 -0.851655
44 C 4.978733 -1.045427 -1.724178
45 C 3.620925 -0.820574 -1.507546
46 C 3.033349 -1.415981 -0.393131
47 Ge 1.090823 -1.244568 -0.090755
48 S 0.006784 -2.904477 -1.066390
49 S 0.271482 0.772128 -0.899705
50 Ge -0.944786 0.971285 1.068527
51 S -3.042664 0.455304 0.556317
52 S 0.093169 -0.904514 1.969263
53 C -0.813344 2.656193 2.089545
54 C -1.090710 3.831208 1.389523
55 C -1.118044 5.036243 2.082337
56 C -0.893683 5.065849 3.449118
57 C -0.632808 3.891013 4.132316
58 C -0.586052 2.665613 3.465068
59 C -0.323306 1.462101 4.302067
60 C -1.368953 0.607710 4.678830
61 C -2.758948 0.776233 4.124671
62 C -1.117538 -0.389222 5.615253
63 C 0.129210 -0.539096 6.207231
64 C 0.343547 -1.531922 7.312068
65 C 1.160457 0.304106 5.800628
66 C 0.956054 1.302776 4.861337
67 C 2.076493 2.231989 4.473393
68 C -1.373357 3.858377 -0.077284
69 C -0.330321 4.055194 -0.991551
70 C 1.109375 4.142803 -0.557973
71 C -0.636447 4.242191 -2.338411
72 C -1.948558 4.260089 -2.792921
73 C -2.269007 4.580560 -4.229435
74 C -2.970772 4.038901 -1.874341
75 C -2.709906 3.853201 -0.521004
76 C -3.858186 3.734965 0.446711
77 C 2.865376 0.057836 -2.448122
78 C 2.072107 -0.482296 -3.466008
79 C 1.942386 -1.967502 -3.685620
80 C 1.418879 0.383617 -4.345064
81 C 1.569481 1.758627 -4.261908
82 C 0.938679 2.677564 -5.271131
83 C 2.377879 2.276272 -3.251968
84 C 3.023196 1.453102 -2.343673
85 C 3.901309 2.040515 -1.272066
86 H 0.398254 -5.948277 4.265088
87 H 0.024147 -4.379271 5.004005
88 H 1.481381 -5.245400 5.467992
89 H 1.422994 -5.898961 2.124840
90 H 2.529346 -6.020077 0.070255
91 H 3.906492 -4.944122 -0.201078
92 H 2.326675 -4.517855 -0.828877
93 H 3.616935 -0.424660 2.238940
94 H 4.454942 -1.183033 3.588914
95 H 2.845064 -0.507008 3.834064
96 H 2.008306 -2.588289 4.750367
97 H 5.670491 -3.071345 0.907944
98 H 6.771668 -1.989846 -1.033860
99 H 5.448545 -0.591382 -2.588417
100 H -1.325126 5.948616 1.536488
101 H -0.931130 6.005689 3.984540
102 H -0.478354 3.904599 5.204002
103 H -3.006583 1.826635 3.970972
104 H -3.498863 0.340391 4.794169
105 H -2.866904 0.271958 3.156320
106 H -1.930307 -1.036805 5.928450
107 H -0.382948 -2.342587 7.275051
108 H 0.225080 -1.034854 8.277972
109 H 1.350057 -1.950805 7.294244
110 H 2.137437 0.200360 6.262245
111 H 3.042642 1.838077 4.782150
112 H 1.953729 3.204626 4.953560
113 H 2.092892 2.402112 3.395210
114 H 1.236414 3.892948 0.493116
115 H 1.481320 5.157672 -0.711549
116 H 1.719529 3.466754 -1.157368
117 H 0.175937 4.422619 -3.036668
118 H -1.413729 4.408997 -4.888625
119 H -2.518421 5.639106 -4.323941
120 H -3.133857 4.017328 -4.584049
121 H -4.002655 4.060422 -2.209793
122 H -4.720201 3.271191 -0.031808
123 H -4.161900 4.726402 0.789676
124 H -3.588861 3.152758 1.326794
125 H 2.438334 -2.545249 -2.907343
126 H 2.388672 -2.240862 -4.643302
127 H 0.890086 -2.265589 -3.728781
128 H 0.809816 -0.041274 -5.138482
129 H 0.207878 2.153747 -5.886827
130 H 1.703498 3.079257 -5.938676
131 H 0.461892 3.532896 -4.785380
132 H 2.524380 3.350158 -3.190259
133 H 3.821766 3.125912 -1.251462
134 H 4.946633 1.782832 -1.449812
135 H 3.634180 1.647509 -0.288165

Force components x, y, z for each atom (eV/Å):
-1.8 -1.9 -0.9
-0.1 0.0 0.0
0.1 0.0 0.0
0.1 -0.1 0.0
0.0 0.1 0.6
-0.2 -0.5 -1.0
0.2 0.8 1.0
-0.1 -0.1 -0.4
-0.1 -0.1 0.4
0.0 0.1 -0.1
0.0 0.0 0.1
-0.1 0.0 0.0
0.0 0.0 0.1
0.4 0.3 -0.3
0.0 0.2 -0.2
0.0 0.0 0.0
0.0 -0.1 0.0
0.0 0.0 0.1
0.0 0.1 -0.1
-0.1 -0.4 0.0
0.1 0.0 0.1
0.0 0.0 -0.1
0.1 0.0 -0.1
0.0 0.0 0.0
0.0 0.0 0.0
0.0 0.0 0.0
0.0 0.0 0.0
0.0 0.0 0.0
0.0 0.0 0.0
0.0 0.0 0.0
0.0 0.0 0.0
0.0 0.0 0.0
0.0 0.1 0.0
0.0 0.0 0.0
0.1 0.1 0.0
0.0 0.0 0.1
0.0 -0.1 0.1
0.0 0.0 -0.1
0.0 -0.1 0.0
-0.1 -0.1 0.0
0.1 -0.1 0.0
-0.1 0.0 0.0
0.0 0.0 0.0
-0.1 0.0 0.0
0.2 0.1 0.0
-0.8 0.0 0.0
1.2 1.3 0.7
-0.1 -0.2 0.0
-0.2 -0.3 0.9
1.8 0.5 0.5
-0.3 0.0 -0.1
0.0 0.4 -0.7
-0.2 -0.7 -0.3
0.0 0.2 0.0
0.0 0.0 -0.1
0.0 0.0 0.0
0.0 0.0 -0.1
0.0 0.1 0.1
0.0 -0.1 0.2
0.2 0.1 -0.1
0.1 0.0 0.1
0.0 -0.1 0.0
0.0 0.0 -0.1
0.0 0.0 0.1
-0.1 -0.1 0.1
-0.1 0.0 -0.1
0.0 0.0 0.1
-0.1 0.1 -0.1
0.0 0.0 0.0
-0.1 0.0 0.0
0.0 0.0 0.0
0.0 0.1 0.1
0.1 0.2 0.0
0.0 0.1 0.0
0.1 -0.1 0.0
0.0 0.0 0.0
0.0 0.0 -0.2
0.1 0.1 0.1
0.0 0.1 0.0
0.0 0.0 0.0
0.0 -0.1 0.0
0.1 0.1 0.0
0.0 0.0 -0.1
0.1 0.0 -0.1
0.0 0.0 -0.1
0.0 0.0 0.0
0.0 0.0 0.0
0.0 0.0 0.0
0.0 0.0 0.0
0.0 0.0 0.0
0.0 -0.1 0.0
0.0 0.0 -0.1
0.0 0.0 0.0
0.0 0.0 0.0
0.0 0.1 0.1
0.0 0.0 0.0
0.0 0.0 0.0
0.0 0.0 0.0
0.0 0.0 0.0
0.0 0.0 0.0
0.0 0.0 0.0
0.0 0.0 0.0
0.0 0.0 0.0
0.0 0.0 0.0
-0.1 0.0 0.0
0.0 0.0 0.0
0.0 0.0 0.0
0.0 0.0 0.0
0.0 0.0 0.0
0.0 0.0 0.0
0.0 -0.1 0.0
0.0 0.0 0.0
0.0 0.0 0.0
0.0 0.0 0.0
0.0 0.0 0.0
-0.1 0.1 0.1
-0.1 0.0 0.1
-0.1 0.0 0.0
-0.1 0.0 0.0
-0.1 0.1 0.0
0.0 0.0 0.0
0.0 0.0 0.0
0.0 0.0 0.0
-0.1 0.1 0.0
0.0 0.0 0.0
0.0 -0.1 0.0
0.0 0.0 0.0
0.0 0.0 0.0
0.0 0.0 0.0
0.0 0.0 0.0
0.1 -0.2 -0.1
0.0 0.0 0.0
0.0 0.0 0.0
0.0 0.0 0.1
0.0 0.0 0.0

As for the HOMO energy (alpha / beta): -12.708 / -12.676 eV. As for the total charge: +2. As for the spin multiplicity: 5. The calculation puts the gap between HOMO and LUMO (alpha / beta) at 0.263 / 0.161 Eh.